Record 1
Below is 2 unconnected molecules or ions with the total composition C4H9Cl2N2 in a non-equilibrium geometry, with properties calculated with ωB97M-V with the def2-TZVPD basis set.

Last columns: bonded neighbours and bond lengths (Å).
Atoms and positions in Å:
1 N -0.9071 0.2186 -0.0682  H7 0.978, C11 1.313, C15 1.387
2 H 1.9187 -1.5325 0.1614  C12 1.128
3 Cl -1.9887 -2.3618 0.3812  C15 1.915
4 H 0.7987 -1.6057 -1.1906  C12 1.068
5 H -4.3952 1.5774 -0.2936  Cl10 1.170
6 N -2.5760 -0.2258 -1.4617  H14 1.117, C15 1.263
7 H -1.2247 1.1438 -0.0460  N1 0.978
8 H 0.0707 -1.7615 0.3627  C12 1.097
9 H 2.2110 1.1074 0.1995  C17 1.121
10 Cl -4.5431 1.2268 0.8124  H5 1.170
11 C 0.3834 0.0261 0.0756  N1 1.313, C12 1.404, C17 1.483
12 C 0.8796 -1.2611 -0.1832  H2 1.128, H4 1.068, H8 1.097, C11 1.404
13 H 0.9178 1.9035 -0.5881  C17 1.084
14 H -3.4263 -0.8444 -1.8375  N6 1.117
15 C -1.8825 -0.6669 -0.5032  N1 1.387, Cl3 1.915, N6 1.263
16 H 0.9342 1.8341 1.2028  C17 1.071
17 C 1.1109 1.3001 0.2916  H9 1.121, C11 1.483, H13 1.084, H16 1.071

Values from the calculation:
Relative energy (zero: lowest compared OMol25 entry of this formula, charge and spin) (kcal per mole): 39.88
E_HOMO (eV): -14.896
Electronic energy (Ha): -1187.38814
Net charge: +1

---

Record 2
Below is a gas-phase ion, C4H9Cl4N2 (charge +1) in a non-equilibrium geometry, with properties calculated with ωB97M-V with the def2-TZVPD basis set.

Last columns: bonded neighbours and bond lengths (Å).
Atoms and positions in Å:
1 C -0.5137 0.1521 -0.1716  C11 1.568, N12 1.467, C15 1.791, C17 1.535
2 H 1.3230 -0.6851 -0.5029  C17 1.114
3 H -0.7214 1.0106 1.9657  C11 1.094
4 H 0.4517 -1.7562 1.7954  N9 1.101
5 H -0.4997 -0.8625 3.0078  N9 1.036
6 Cl -2.9938 1.0849 0.4730  C15 1.715
7 Cl 1.6339 1.1879 1.1843  C11 2.043
8 H -0.0895 -1.9120 -0.4544  C17 1.081
9 N -0.2175 -0.9090 2.0120  H4 1.101, H5 1.036, C11 1.354
10 H -0.3312 1.1386 -1.8625  N12 0.947
11 C -0.1862 0.2761 1.3571  C1 1.568, H3 1.094, Cl7 2.043, N9 1.354
12 N -0.3329 1.3838 -0.9482  C1 1.467, H10 0.947, H13 1.067, H19 1.086
13 H 0.6370 1.7616 -0.7121  N12 1.067
14 Cl -2.6924 -1.7994 0.0130  C15 1.737
15 C -2.2559 -0.1760 -0.4260  C1 1.791, Cl6 1.715, Cl14 1.737, Cl18 1.796
16 H 0.2620 -0.7059 -1.8885  C17 1.095
17 C 0.2972 -0.9743 -0.8275  C1 1.535, H2 1.114, H8 1.081, H16 1.095
18 Cl -2.4421 -0.0045 -2.2042  C15 1.796
19 H -1.0644 2.0817 -0.5509  N12 1.086

Values from the calculation:
Relative energy (zero: lowest compared OMol25 entry of this formula, charge and spin) (kcal per mole): 0.00
E_HOMO (eV): -14.032
Electronic energy (Ha): -2107.80196
Net charge: +1
SMILES string: C[C@]([NH3+])([C@@H](N)Cl)C(Cl)(Cl)Cl

---

Record 3
Below is a gas-phase ion, C4H9ClN (charge +1) in a non-equilibrium geometry, with properties calculated with ωB97M-V with the def2-TZVPD basis set.

Last columns: bonded neighbours and bond lengths (Å).
Atoms and positions in Å:
1 H 2.2818 0.2267 -0.6174  C12 1.093
2 H -0.5489 2.3207 0.5146  C7 1.089
3 H 1.3323 -1.2509 -0.4347  C12 1.087
4 N 0.3247 0.5445 -0.1323  C5 1.816, C7 1.411, C12 1.417
5 C -1.2588 -0.3279 0.0353  N4 1.816, C8 1.439, Cl9 1.621
6 H 1.2215 2.2556 0.5607  C7 1.092
7 C 0.3361 1.9495 -0.0012  H2 1.089, N4 1.411, H6 1.092, H15 1.096
8 C -1.2295 -1.7663 0.0101  C5 1.439, H10 1.093, H13 1.094, H14 1.089
9 Cl -2.5254 0.6833 0.0665  C5 1.621
10 H -0.6553 -2.1433 -0.8404  C8 1.093
11 H 1.8459 -0.3484 0.9991  C12 1.097
12 C 1.4917 -0.2530 -0.0345  H1 1.093, H3 1.087, N4 1.417, H11 1.097
13 H -0.7440 -2.1598 0.9084  C8 1.094
14 H -2.2463 -2.1532 -0.0451  C8 1.089
15 H 0.3742 2.4224 -0.9891  C7 1.096

Values from the calculation:
Relative energy (zero: lowest compared OMol25 entry of this formula, charge and spin) (kcal per mole): 56.30
E_HOMO (spin up / spin down) (eV): -13.867 / -13.799
Electronic energy (Ha): -672.37648
Net charge: +1
SMILES string: CC(Cl)=[N+](C)C